Formula: C21H25BF3IrN7S
Source: the OMol25 dataset
Level of theory: wB97M-V/def2-TZVPD

Last column: Löwdin spin population.
Positions of all 59 atoms, in Å:
Ir: -0.06302 -0.06996 0.14092  0.345
C: 2.56054 -1.86380 -1.51410  0.001
C: 2.88782 -0.76609 -0.56181  -0.002
C: 4.14246 -0.29932 -0.20151  -0.001
C: 3.93888 0.72186 0.71600  -0.002
C: 4.93674 1.56288 1.43241  0.000
N: 2.61616 0.86140 0.88410  0.000
N: 1.96194 -0.04162 0.09980  -0.005
B: 1.77911 1.79736 1.77837  -0.001
N: 0.88270 0.88312 2.66162  0.002
N: 0.00665 -0.01388 2.10549  0.015
C: -0.62176 -0.67860 3.10371  0.004
C: -1.62106 -1.77538 2.97679  0.005
C: -0.14615 -0.17775 4.30149  0.009
C: 0.79273 0.79856 3.99416  0.017
C: 1.60653 1.63995 4.91284  0.003
N: 0.83091 2.62328 0.87627  0.001
N: -0.02192 1.93872 0.06972  0.033
C: -0.69568 2.83256 -0.69424  0.010
C: -1.63029 2.45429 -1.79348  0.001
C: -0.28888 4.10131 -0.32306  0.011
C: 0.67585 3.93711 0.66988  0.027
C: 1.45971 4.96548 1.40352  0.005
H: 3.47540 -2.22143 -1.98031  0.000
H: 2.11065 -2.71571 -1.00263  0.000
H: 1.89376 -1.53128 -2.31062  0.001
H: 5.09007 -0.66079 -0.56162  0.000
H: 5.94037 1.26476 1.14098  0.000
H: 4.80931 2.61814 1.19157  0.000
H: 4.84489 1.44811 2.51239  0.000
H: 2.46860 2.50216 2.43612  0.000
H: -1.82676 -2.06768 1.95316  0.004
H: -1.25419 -2.65774 3.50060  0.000
H: -2.55804 -1.48116 3.44982  0.001
H: -0.44468 -0.50016 5.28440  0.000
H: 1.37157 1.38049 5.94191  0.000
H: 2.67197 1.48007 4.75099  0.001
H: 1.39776 2.69956 4.76805  0.001
H: -1.68621 1.37821 -1.95067  0.000
H: -2.63441 2.83522 -1.60547  0.000
H: -1.28916 2.90116 -2.72703  0.001
H: -0.62421 5.03315 -0.74541  0.000
H: 1.15058 5.95764 1.08550  0.000
H: 1.30620 4.88376 2.47943  0.002
H: 2.52620 4.85682 1.20602  0.001
F: -2.82202 -4.48855 0.30153  0.004
C: -3.41397 -3.81317 -0.69641  0.003
F: -2.73615 -4.05968 -1.82082  0.001
F: -4.65616 -4.25555 -0.83314  0.000
C: -3.39271 -2.33026 -0.37916  0.034
C: -4.55183 -1.61625 -0.09010  -0.005
C: -4.46333 -0.28031 0.27640  0.039
C: -3.21996 0.33210 0.33511  0.004
N: -2.11779 -0.35347 0.04350  0.022
C: -2.19064 -1.65718 -0.28011  0.020
S: -0.54612 -2.27260 -0.34686  0.387
H: -5.51201 -2.11280 -0.13696  -0.001
H: -5.34829 0.29007 0.51857  0.002
H: -3.10135 1.37370 0.60368  0.000

Output
Expectation value of S²: 0.7733
Energy relative to the best compared isomer or geometry (same formula, charge and spin) (kJ/mol): 3.7
E_LUMO (alpha / beta) (hartree): -0.2966 / -0.3639
Energy (a.u.): -2025.08716
Total charge: +2
Spin multiplicity: 2
Highest occupied orbital energy (alpha / beta) (hartree): -0.551 / -0.550
HOMO-LUMO gap (alpha / beta) (eV): 6.921 / 5.055



Formula: C31H49AlBN2O2P2S
Source: the OMol25 dataset
Level of theory: wB97M-V/def2-TZVPD

Last column: Löwdin charge in e.
Positions of all 89 atoms, in Å:
Al: 0.96439 -0.83398 0.20711  0.361
C: 1.66793 -3.99704 2.96493  -0.077
C: 1.42223 -2.53478 3.34991  -0.656
C: 1.84112 -2.28865 4.80430  -0.064
C: -0.08525 -2.25597 3.25061  -0.069
P: 2.34796 -1.43082 2.15296  1.121
C: 2.24632 0.26374 2.88239  -0.242
N: 0.91993 0.78414 2.61838  -0.031
B: 0.11826 0.60467 1.43599  -0.513
N: -1.12476 1.24284 1.69581  0.006
C: -2.32223 1.33616 0.87000  -0.280
P: -3.40172 -0.19538 0.90482  1.154
C: -5.09392 0.58391 0.61662  -0.720
C: -5.41602 1.39342 1.88523  -0.116
C: -5.19262 1.50173 -0.60182  -0.081
C: -6.15463 -0.52414 0.53812  -0.111
C: -2.88544 -1.11298 -0.68870  -0.681
C: -1.83934 -2.14215 -0.24281  -0.145
C: -4.04297 -1.92947 -1.27439  -0.098
C: -2.29356 -0.25251 -1.80583  -0.093
C: -1.09194 1.74083 3.00275  -0.153
C: -2.06064 2.40387 3.74489  0.005
C: -1.74460 2.79519 5.03705  -0.073
C: -0.48891 2.54064 5.58537  -0.079
C: 0.48569 1.88118 4.85272  -0.012
C: 0.16651 1.47638 3.56476  -0.172
C: 4.13831 -1.86616 1.92532  -0.665
C: 4.22828 -2.96739 0.86009  -0.072
C: 4.83335 -0.60492 1.39000  -0.079
C: 4.84040 -2.30533 3.21225  -0.071
H: 1.03074 -4.62704 3.58829  0.099
H: 1.40835 -4.19575 1.92210  0.090
H: 2.69761 -4.30775 3.13160  0.069
H: 1.28843 -2.98554 5.43745  0.101
H: 2.90162 -2.45148 4.98354  0.069
H: 1.57575 -1.28412 5.13436  0.077
H: -0.59624 -2.94161 3.92983  0.105
H: -0.35108 -1.24067 3.54302  0.086
H: -0.48881 -2.44641 2.25488  0.059
H: 2.43754 0.22012 3.95421  0.090
H: 3.02323 0.88871 2.43970  0.097
H: -2.92228 2.15969 1.24646  0.068
H: -2.03787 1.62456 -0.13748  0.086
H: -4.80961 2.29169 1.98816  0.055
H: -6.45512 1.72472 1.83194  0.089
H: -5.30113 0.79018 2.78812  0.083
H: -4.49418 2.33911 -0.53905  0.079
H: -5.00467 0.97291 -1.53542  0.063
H: -6.19954 1.92344 -0.66405  0.093
H: -6.00909 -1.27467 1.31756  0.083
H: -7.14123 -0.07997 0.68763  0.088
H: -6.17169 -1.02740 -0.42467  0.053
H: -2.26940 -2.89229 0.42291  0.095
H: -1.38057 -2.64104 -1.10057  0.079
H: -1.05295 -1.66534 0.36682  -0.021
H: -4.53289 -2.54642 -0.51985  0.085
H: -4.79212 -1.29909 -1.74834  0.069
H: -3.64548 -2.59711 -2.04364  0.094
H: -1.36142 0.23673 -1.51843  0.047
H: -2.06578 -0.88181 -2.67036  0.093
H: -2.98926 0.52185 -2.13138  0.076
H: -3.04147 2.60946 3.34190  0.093
H: -2.48793 3.31127 5.62886  0.108
H: -0.26930 2.86642 6.59259  0.107
H: 1.46590 1.70464 5.27691  0.109
H: 3.75161 -2.66072 -0.07286  0.047
H: 5.28220 -3.16323 0.65269  0.104
H: 3.77590 -3.90210 1.18141  0.074
H: 4.28850 -0.14470 0.56203  0.056
H: 4.98209 0.14034 2.17093  0.090
H: 5.81955 -0.88460 1.01534  0.106
H: 4.46827 -3.25557 3.59187  0.071
H: 5.90196 -2.43534 2.99130  0.101
H: 4.75923 -1.55461 4.00026  0.088
O: 6.52841 2.80626 -1.91287  0.135
C: 6.49076 1.48819 -1.64206  -0.480
O: 7.47450 0.90092 -1.29744  0.142
C: 5.16319 0.79980 -1.77431  -0.143
C: 5.17193 -0.55262 -2.11791  0.008
C: 3.99587 -1.27300 -2.15801  -0.096
C: 2.78501 -0.65205 -1.84285  -0.632
S: 1.27305 -1.61159 -1.80999  0.768
C: 2.77097 0.70580 -1.52637  -0.126
C: 3.96109 1.42719 -1.49034  -0.017
H: 5.71174 3.10046 -2.33711  0.112
H: 6.12048 -1.02686 -2.33173  0.136
H: 4.00511 -2.32288 -2.41907  0.118
H: 1.83133 1.21445 -1.34016  0.099
H: 3.92941 2.47327 -1.20892  0.130

Output
Energy relative to the best compared isomer or geometry (same formula, charge and spin) (kJ/mol): 12.0
E_LUMO (hartree): -0.1194
Energy (a.u.): -2818.76962
Total charge: +1
Highest occupied orbital energy (hartree): -0.394
HOMO-LUMO gap (eV): 7.467



Formula: C13H24ClN5O4
Source: the OMol25 dataset
Level of theory: wB97M-V/def2-TZVPD

Last column: Löwdin charge in e.
Positions of all 47 atoms, in Å:
N: -7.64073 2.09379 1.72043  0.129
C: -6.56740 1.53888 1.86254  -0.108
C: -5.05710 1.00979 1.95339  -0.376
O: -5.02208 -0.41261 1.70556  -0.054
C: -4.12348 1.88644 0.98356  -0.521
Cl: -2.38170 1.80263 1.64686  0.585
C: -4.17762 1.34933 -0.53823  -0.150
N: -4.25812 1.24661 -1.74744  0.147
H: -4.69438 1.18281 3.02616  0.143
H: -5.67923 -0.80436 2.34387  0.127
H: -4.43622 2.99052 1.05277  0.130
C: 0.26958 -1.67008 -3.37813  -0.362
O: 1.39748 -1.80503 -3.82439  -0.013
N: -0.08777 -0.81313 -2.38026  -0.180
C: -1.45184 -0.71327 -1.90636  -0.066
C: 0.92746 0.02584 -1.77241  -0.058
H: -0.57847 -2.25794 -3.76686  0.129
H: -1.80419 0.31026 -2.05223  0.064
H: -1.47714 -0.96177 -0.84175  0.087
H: -2.10629 -1.39795 -2.44960  0.083
H: 1.37827 0.65564 -2.54407  0.097
H: 1.70297 -0.60981 -1.34033  0.063
H: 0.49169 0.65393 -0.99351  0.055
C: 0.92224 3.49629 0.30060  -0.329
O: 0.55876 2.62044 -0.46441  -0.014
N: 2.08738 3.49044 1.01091  -0.201
C: 2.44918 4.57280 1.90259  -0.064
C: 2.99213 2.36527 0.86890  -0.036
H: 0.31014 4.39499 0.48179  0.131
H: 3.39346 5.00940 1.56697  0.089
H: 2.56804 4.17562 2.91410  0.089
H: 1.67976 5.34703 1.91035  0.083
H: 3.29346 2.27825 -0.17814  0.097
H: 2.47271 1.44884 1.16133  0.094
H: 3.87523 2.50221 1.49484  0.087
C: 2.05641 -2.79563 0.97748  -0.331
O: 1.40319 -1.80814 0.68592  0.001
N: 2.37189 -3.81445 0.12611  -0.200
C: 3.15489 -4.95581 0.55167  -0.065
C: 1.90928 -3.75368 -1.24757  -0.038
H: 2.45686 -2.94337 1.99397  0.128
H: 4.06213 -5.01085 -0.05563  0.090
H: 2.56403 -5.86476 0.41109  0.089
H: 3.43318 -4.86910 1.60370  0.082
H: 2.30683 -2.85209 -1.71891  0.078
H: 0.81739 -3.70070 -1.25453  0.095
H: 2.23776 -4.63352 -1.80271  0.094

Output
Energy relative to the best compared isomer or geometry (same formula, charge and spin) (kJ/mol): 165.6
E_LUMO (hartree): 0.0018
Energy (a.u.): -1544.58358
Highest occupied orbital energy (hartree): -0.307
HOMO-LUMO gap (eV): 8.399